Entry 1:
DFT (the ωB97M-V functional and the def2-TZVPD basis) results for a molecular structure, C46H49Cl5F6N2O4PRbS2.

The net charge is -2. Its energy is -6254.73674 Eh. The LUMO energy comes out at 3.53 eV. The calculation puts the energy above the lowest of the compared OMol25 structures with the same formula, charge and spin at 73.9 kJ/mol. The orbital gap is 6.7 eV.

Positions of all 116 atoms, in Å:
1 Rb 0.5986 -0.4475 1.3449
2 C 4.8725 -0.3899 -1.9240
3 C 4.3721 0.8642 -1.2188
4 C 5.2216 2.0694 -1.6431
5 C 2.9084 1.1740 -1.4622
6 C 2.2807 2.1445 -0.6920
7 C 0.9700 2.5418 -0.9144
8 C 0.5541 3.7699 -0.1074
9 C 0.9854 5.0428 -0.8453
10 C -0.8949 3.8756 0.3402
11 C 0.2225 1.9198 -1.9398
12 C 0.8697 1.0114 -2.7996
13 C 2.1807 0.6198 -2.4940
14 C 0.3979 0.4106 -4.1357
15 C 1.3719 0.8496 -5.2432
16 C -1.0078 0.6592 -4.6835
17 C -1.1945 2.3599 -2.1955
18 C -1.3262 3.4445 -3.0653
19 C -2.5570 3.9477 -3.4421
20 C -3.7046 3.3395 -2.9598
21 C -3.5885 2.2687 -2.0887
22 C -2.3581 1.7653 -1.6556
23 P -2.3100 0.4325 -0.3396
24 C -2.7771 -1.1362 -1.2868
25 C -3.8226 -0.9746 -2.3898
26 C -1.4499 -1.6064 -1.8977
27 C -3.2180 -2.2492 -0.3278
28 C -3.7595 0.8107 0.8532
29 C -5.2028 0.5365 0.4055
30 C -3.4882 -0.0580 2.0957
31 C -3.6882 2.2650 1.3295
32 H 5.9015 -0.5979 -1.6217
33 H 4.8681 -0.2604 -3.0104
34 H 4.2631 -1.2610 -1.6877
35 H 4.4954 0.7298 -0.1414
36 H 5.1081 2.2485 -2.7163
37 H 6.2797 1.8873 -1.4366
38 H 4.9219 2.9776 -1.1178
39 H 2.8342 2.6228 0.1111
40 H 1.1472 3.7147 0.8066
41 H 0.4201 5.1610 -1.7735
42 H 2.0475 5.0169 -1.0954
43 H 0.7974 5.9228 -0.2234
44 H -1.5640 4.2282 -0.4474
45 H -0.9639 4.5695 1.1828
46 H -1.2474 2.9093 0.6827
47 H 2.6186 -0.1620 -3.1001
48 H 0.5302 -0.6699 -4.0152
49 H 1.4096 1.9424 -5.3046
50 H 1.0318 0.4625 -6.2068
51 H 2.3833 0.4817 -5.0808
52 H -1.1084 1.6666 -5.0920
53 H -1.8047 0.5206 -3.9628
54 H -1.1706 -0.0490 -5.5006
55 H -0.4190 3.8823 -3.4656
56 H -2.6181 4.7903 -4.1206
57 H -4.6858 3.6913 -3.2561
58 H -4.4926 1.8024 -1.7348
59 H -3.5180 -0.2633 -3.1550
60 H -4.7934 -0.6584 -2.0036
61 H -3.9601 -1.9454 -2.8784
62 H -0.9736 -0.8500 -2.5135
63 H -1.6180 -2.4867 -2.5260
64 H -0.7403 -1.8946 -1.1209
65 H -4.2253 -2.1023 0.0639
66 H -2.5230 -2.3722 0.5067
67 H -3.2220 -3.1879 -0.8926
68 H -5.3374 -0.4548 -0.0199
69 H -5.5814 1.2719 -0.3030
70 H -5.8460 0.5999 1.2908
71 H -3.6574 -1.1188 1.9265
72 H -4.1591 0.2712 2.8975
73 H -2.4630 0.0405 2.4526
74 H -3.7680 2.9879 0.5161
75 H -2.7691 2.4539 1.8832
76 H -4.5217 2.4348 2.0199
77 Cl 1.1325 -2.9919 -5.9195
78 C 1.5543 -3.7251 -4.3381
79 C 1.6091 -2.9110 -3.2366
80 C 1.9482 -3.5512 -2.0700
81 Cl 2.0410 -2.5969 -0.5630
82 C 2.2347 -4.9097 -1.9629
83 Cl 2.6796 -5.6484 -0.4574
84 C 2.1561 -5.6905 -3.1156
85 Cl 2.4889 -7.3902 -3.0434
86 C 1.8061 -5.0932 -4.3259
87 Cl 1.6977 -6.0727 -5.7614
88 F 2.4506 -2.3503 3.4550
89 C 3.4263 -1.5524 3.8644
90 F 4.5953 -2.0511 3.4593
91 F 3.4247 -1.5015 5.1968
92 S 3.2447 0.1291 3.1372
93 O 3.0021 -0.0976 1.7309
94 O 4.4242 0.8388 3.5287
95 N 1.9029 0.5592 3.8866
96 S 1.2192 1.8989 3.3989
97 O -0.0250 1.6861 2.7040
98 O 2.1371 2.8571 2.8454
99 C 0.6949 2.6010 5.0136
100 F -0.1232 1.7732 5.6612
101 F 0.0473 3.7496 4.7899
102 F 1.7467 2.8562 5.7907
103 N 0.6865 -5.0595 9.8943
104 C 0.4458 -4.6912 8.8294
105 C 0.1456 -4.2346 7.5015
106 C -0.4937 -5.0843 6.5958
107 C -0.7913 -4.6444 5.3230
108 C -0.4673 -3.3402 4.9053
109 C 0.1822 -2.5028 5.8313
110 C 0.4841 -2.9390 7.1045
111 C -0.7862 -2.8819 3.5995
112 C -1.0812 -2.4836 2.4683
113 H -0.7517 -6.0906 6.9011
114 H -1.2831 -5.3005 4.6179
115 H 0.4439 -1.4981 5.5247
116 H 0.9859 -2.2796 7.8012

Entry 2:
DFT (the ωB97M-V functional and the def2-TZVPD basis) results for 2 unconnected molecules or ions with the total composition C2H8NO2.

The net charge is -1. Its energy is -286.19729 Eh. The LUMO energy comes out at 4.16 eV. The calculation puts the energy above the lowest of the compared OMol25 structures with the same formula, charge and spin at 131.2 kJ/mol. The orbital gap is 6.6 eV.

Positions of all 13 atoms, in Å:
1 C -0.3985 -1.2587 0.4289
2 N 0.1564 -0.3072 -0.5876
3 C 1.4153 0.5561 -0.1762
4 O 2.4149 0.2400 -0.9691
5 H -1.0270 -2.0374 0.0323
6 H -0.8995 -0.5759 1.1086
7 H 0.5188 -1.7589 0.8658
8 H 0.4998 -0.8213 -1.4007
9 H 1.6165 0.5217 0.8911
10 H 1.2369 1.6758 -0.4042
11 H -1.1110 1.0305 0.0631
12 H -2.4306 1.4895 -0.3381
13 O -1.9919 1.2457 0.4862

Entry 3:
DFT (the ωB97M-V functional and the def2-TZVPD basis) results for C2H4N2S2 in the gas phase.

The net charge is 0. Its energy is -984.38177 Eh. The LUMO energy comes out at 0.04 eV. The calculation puts the energy above the lowest of the compared OMol25 structures with the same formula, charge and spin at 349.5 kJ/mol. The orbital gap is 7.8 eV. Its SMILES is CSNN=C=S.

Positions of all 10 atoms, in Å:
1 C -1.2474 -0.8499 0.6340
2 S -1.7032 0.1741 -0.7273
3 N -0.1571 0.9111 -0.9034
4 N 0.9426 0.3435 -0.2289
5 C 2.1360 0.5197 -0.2775
6 S 3.6479 0.1691 -0.3257
7 H -0.4681 -0.3701 1.2863
8 H -0.8288 -1.7750 0.4316
9 H -2.2542 -0.9934 1.1870
10 H -0.0676 1.8711 -1.0760

Entry 4:
DFT (the ωB97M-V functional and the def2-TZVPD basis) results for a molecular structure, C44H46AsBrCaClF6N5O5Si.

The net charge is -2. Its energy is -9190.83896 Eh. The LUMO energy comes out at 3.65 eV. The calculation puts the energy above the lowest of the compared OMol25 structures with the same formula, charge and spin at 41.6 kJ/mol. The orbital gap is 5.5 eV.

Positions of all 111 atoms, in Å:
1 Ca 0.5802 0.0385 -0.9666
2 Br 3.8581 -1.0172 6.4626
3 C 3.7434 -0.6294 4.6024
4 C 2.5222 -0.2940 4.0476
5 C 2.4403 -0.0438 2.6865
6 C 3.5786 -0.1279 1.8881
7 C 4.8049 -0.4486 2.4744
8 C 4.8928 -0.7039 3.8333
9 N 3.3826 0.0429 0.5038
10 C 4.3269 0.3441 -0.2764
11 C 4.1151 0.4006 -1.7354
12 C 5.1839 0.6797 -2.5751
13 C 4.9863 0.6160 -3.9462
14 C 3.7346 0.2719 -4.4193
15 C 2.7127 0.0399 -3.5018
16 N 2.8966 0.1136 -2.1923
17 H 1.6333 -0.2460 4.6613
18 H 1.4920 0.2239 2.2289
19 H 5.7012 -0.5314 1.8713
20 H 5.8380 -0.9688 4.2877
21 H 5.3480 0.5700 0.0562
22 H 6.1522 0.9197 -2.1530
23 H 5.7994 0.8280 -4.6302
24 H 3.5257 0.2120 -5.4785
25 H 1.7092 -0.2134 -3.8210
26 C -1.2469 1.0075 4.2501
27 Si -1.6956 1.2650 2.4179
28 C -2.5328 -0.3254 1.8999
29 C -3.0275 2.6272 2.4259
30 N -0.3485 1.5952 1.4203
31 C 0.2940 2.7766 1.5159
32 C 0.0495 3.8488 2.4216
33 C 0.7602 5.0405 2.3943
34 C 1.7751 5.2649 1.4750
35 C 2.0728 4.2396 0.5753
36 C 1.3586 3.0758 0.6336
37 F 1.7063 2.0730 -0.2319
38 H -2.1560 0.9066 4.8524
39 H -0.6651 1.8413 4.6509
40 H -0.6603 0.0936 4.3840
41 H -3.4223 -0.5174 2.5070
42 H -1.8383 -1.1525 2.0391
43 H -2.8141 -0.3083 0.8481
44 H -4.0249 2.1786 2.4410
45 H -2.9588 3.2530 1.5333
46 H -2.9392 3.2806 3.2978
47 H -0.7350 3.7355 3.1575
48 H 0.5044 5.8143 3.1116
49 H 2.3182 6.2006 1.4474
50 H 2.8433 4.3377 -0.1795
51 O 0.9389 -1.8236 0.4237
52 C 1.3048 -2.7162 1.2588
53 C 0.4800 -3.0813 2.3647
54 C 0.8798 -3.9729 3.3348
55 C 2.1279 -4.5921 3.2802
56 C 2.9455 -4.2959 2.2028
57 C 2.5662 -3.4043 1.2004
58 C 3.5304 -3.1554 0.1217
59 N 3.3550 -3.2194 -1.1811
60 C 4.5796 -2.9634 -1.7388
61 C 5.5190 -2.7509 -0.7713
62 N 4.8382 -2.8948 0.4143
63 H -0.4878 -2.6060 2.4338
64 H 0.2076 -4.1888 4.1595
65 H 2.4449 -5.2885 4.0460
66 H 3.9119 -4.7856 2.1144
67 H 4.7157 -2.9328 -2.8088
68 H 6.5687 -2.5174 -0.8173
69 H 5.1700 -2.7038 1.3440
70 C -2.0278 -2.8418 -3.7028
71 As -0.6836 -2.8445 -2.3310
72 C -1.6324 -3.1331 -0.6776
73 C 0.3730 -4.4425 -2.5530
74 O 0.3448 -1.5720 -2.5654
75 H -2.6136 -3.7609 -3.6505
76 H -1.5476 -2.7511 -4.6759
77 H -2.6658 -1.9809 -3.4915
78 H -2.6930 -2.9910 -0.8784
79 H -1.2976 -2.4073 0.0545
80 H -1.4169 -4.1461 -0.3347
81 H -0.2554 -5.3343 -2.5641
82 H 1.0833 -4.4707 -1.7274
83 H 0.9349 -4.3596 -3.4820
84 C -6.8037 1.6432 1.1122
85 C -6.8892 1.6481 -0.3860
86 C -8.1021 1.7506 -1.0466
87 C -8.1438 1.7561 -2.4314
88 Cl -9.6946 1.8929 -3.2444
89 C -6.9867 1.6430 -3.1747
90 C -5.7636 1.5312 -2.5283
91 C -5.7050 1.5492 -1.1372
92 O -4.5806 1.4973 -0.4066
93 C -3.2950 1.5032 -1.0480
94 C -2.8639 0.0884 -1.4579
95 O -3.6713 -0.5874 -2.1194
96 O -1.7322 -0.2823 -1.0465
97 H -7.7995 1.6686 1.5567
98 H -6.2331 2.5017 1.4713
99 H -6.2757 0.7557 1.4651
100 H -9.0206 1.8288 -0.4779
101 H -7.0335 1.6226 -4.2552
102 H -4.8646 1.3680 -3.1027
103 H -2.5968 1.9104 -0.3220
104 H -3.3089 2.1569 -1.9206
105 F -0.9498 1.5077 -3.7059
106 C -0.0247 1.9875 -2.7410
107 F -0.8145 2.8557 -1.9485
108 C 0.7940 2.9788 -3.5617
109 F 0.0970 3.9905 -4.1457
110 F 1.7476 3.5752 -2.8133
111 F 1.4407 2.3587 -4.5828

Entry 5:
DFT (the ωB97M-V functional and the def2-TZVPD basis) results for 3 unconnected molecules or ions with the total composition CH10N3.

The net charge is +1. Its energy is -208.06430 Eh. The LUMO energy comes out at -3.76 eV. The calculation puts the energy above the lowest of the compared OMol25 structures with the same formula, charge and spin at 184.3 kJ/mol. The orbital gap is 10.1 eV.

Positions of all 14 atoms, in Å:
1 N -0.8334 -2.0367 1.8288
2 H -1.7758 -1.4824 2.0064
3 H -0.6880 1.7052 0.4605
4 H -0.5040 -2.3816 2.7156
5 H -0.9762 -2.9326 1.2592
6 N -0.8489 1.8545 -0.5850
7 C 0.6284 0.3109 -1.2733
8 N 1.4608 -0.0848 -0.3580
9 H -1.8557 1.5740 -0.7827
10 H -0.5688 2.8063 -0.7568
11 H -0.2556 -0.1620 -1.5023
12 H 0.8991 0.9360 -2.1441
13 H 2.5195 0.4283 -0.3023
14 H 0.9856 -0.4875 0.4857

Entry 6:
DFT (the ωB97M-V functional and the def2-TZVPD basis) results for 7 unconnected molecules or ions with the total composition C39H44N5O6.

The net charge is +1. Its energy is -2236.95192 Eh. The LUMO energy comes out at -2.52 eV. The calculation puts the energy above the lowest of the compared OMol25 structures with the same formula, charge and spin at 455.0 kJ/mol. The orbital gap is 7.5 eV.

Positions of all 94 atoms, in Å:
1 C 0.8543 0.5574 0.3282
2 C 0.2790 -0.7868 0.3935
3 N -0.5398 -0.8841 1.6435
4 C -0.1544 -1.2526 2.9105
5 C -1.3417 -1.2644 3.6919
6 N -2.3870 -0.9564 2.8714
7 C -1.8256 -0.6893 1.6982
8 C -3.8542 -0.8128 3.0851
9 H 1.0186 0.4544 -0.7825
10 H 1.6890 0.9572 0.9620
11 H 0.2288 1.2163 0.5271
12 H 1.0429 -1.6429 0.4924
13 H -0.4497 -1.1472 -0.1818
14 H 0.7448 -1.5000 3.1876
15 H -1.1086 -1.5359 4.8419
16 H -2.6200 -0.6005 0.7838
17 H -4.1442 -0.9252 4.1833
18 H -4.6229 -1.3585 2.5309
19 H -4.1741 0.0301 3.1419
20 N -10.2059 -1.7094 4.1837
21 C -9.7453 -0.4565 4.6714
22 C -8.3809 -0.1060 4.7642
23 C -7.4875 -1.0541 4.1156
24 C -7.8903 -2.2199 3.5745
25 C -9.2511 -2.5035 3.6977
26 H -10.4304 0.2842 5.1689
27 H -8.1270 0.8166 5.1872
28 H -6.4159 -0.9546 3.9286
29 H -7.2335 -2.8771 2.9764
30 H -9.3637 -3.4002 3.1078
31 N 5.8606 3.6136 1.6989
32 C 4.7029 4.2682 1.9046
33 C 3.5524 4.1338 1.1625
34 C 3.5573 3.1514 0.1995
35 C 4.6741 2.3788 -0.0635
36 C 5.8258 2.6288 0.7244
37 H 4.6646 4.8572 2.6101
38 H 2.6694 4.9539 1.0802
39 H 2.5617 2.8151 -0.4871
40 H 4.5196 1.7180 -1.0247
41 H 6.7587 2.1864 0.4685
42 N -5.8346 -0.4452 0.5784
43 C -5.2531 -1.6252 0.0690
44 C -4.2504 -1.7231 -0.9259
45 C -3.7165 -0.5363 -1.4001
46 C -4.0709 0.7013 -0.8482
47 C -5.1565 0.6733 0.1405
48 H -5.3797 -2.5466 0.5374
49 H -4.1061 -2.5121 -1.3802
50 H -3.1055 -0.6122 -2.3122
51 H -3.9877 1.6706 -1.2910
52 H -5.7941 1.4951 0.6199
53 C 1.2370 4.8445 -4.8579
54 C 0.3848 3.7512 -4.2536
55 C 0.3463 3.8543 -2.8781
56 C 0.7503 4.9769 -2.1340
57 C 1.4241 5.9762 -2.8095
58 C 1.6696 5.9756 -4.1413
59 O 2.0745 7.1364 -4.7253
60 O -0.1139 2.7091 -2.1811
61 H 1.2767 4.6965 -5.9412
62 H 0.0613 2.9292 -4.9022
63 H 0.6588 4.6633 -1.2298
64 H 1.8308 6.7041 -2.2789
65 H 2.3944 7.2399 -5.6251
66 H -0.2424 1.9641 -2.7724
67 C 1.0430 -2.6552 -2.5556
68 C 2.5106 -3.1906 -2.5912
69 C 2.6060 -4.5202 -2.1710
70 C 1.4515 -5.3635 -1.9924
71 C 0.1416 -4.8002 -2.0139
72 C -0.0741 -3.4040 -2.3824
73 O -1.2890 -2.8301 -2.4058
74 O 3.8176 -5.0872 -1.9212
75 H 1.0590 -1.5672 -2.5797
76 H 3.2758 -2.5886 -2.6070
77 H 1.6248 -6.4029 -1.6011
78 H -0.6085 -5.5515 -1.7728
79 H -1.3282 -2.0631 -2.9054
80 H 4.1816 -5.8726 -2.2039
81 C 4.6029 -1.0382 -0.4168
82 C 5.8111 -1.0207 -1.4978
83 C 7.1787 -1.1295 -1.0992
84 C 7.4385 -1.3315 0.2545
85 C 6.3758 -1.3802 1.2387
86 C 4.9897 -1.2803 0.8735
87 O 4.0570 -1.2619 1.7570
88 O 8.1212 -1.0311 -1.9962
89 H 3.5878 -1.0831 -0.6616
90 H 5.5591 -0.8392 -2.5600
91 H 8.5256 -1.3231 0.6460
92 H 6.7095 -1.6727 2.2859
93 H 4.2983 -1.0057 2.6783
94 H 7.7848 -1.0500 -2.8147